This record from the OMol25 dataset describes a 13-piece molecular cluster, C16H22Cl37N2 overall at a distorted geometry. The level of theory is ωB97M-V/def2-TZVPD.

Positions of all 77 atoms, in Å:
C  3.03  0.30  0.95
C  2.21  -0.67  1.85
N  1.34  -1.49  1.02
C  0.37  -0.69  0.23
Cl  -0.87  -1.96  -0.37
C  -0.46  0.29  1.13
N  -0.19  1.70  0.76
H  2.93  0.03  -0.11
H  4.10  0.27  1.18
H  2.69  1.34  1.04
H  1.70  -0.16  2.69
H  2.94  -1.36  2.31
H  0.90  -2.24  1.55
H  -1.53  0.10  0.92
H  -0.35  0.11  2.22
H  -1.06  2.22  0.74
H  0.45  2.11  1.42
C  1.50  4.61  3.47
Cl  2.89  5.31  2.64
Cl  0.02  4.88  2.54
Cl  1.75  2.88  3.74
H  1.39  5.09  4.43
C  1.39  -5.22  0.22
Cl  0.93  -5.18  1.93
Cl  2.75  -6.33  -0.02
Cl  0.02  -5.68  -0.79
H  1.71  -4.22  -0.06
C  -0.60  -5.25  -5.12
Cl  -0.11  -6.23  -6.51
Cl  -1.47  -6.24  -3.95
Cl  0.80  -4.49  -4.37
H  -1.26  -4.47  -5.46
C  6.48  -2.35  -0.23
Cl  7.32  -1.00  -0.98
Cl  6.36  -2.13  1.53
Cl  4.87  -2.56  -0.93
H  7.05  -3.25  -0.42
C  -3.02  1.57  -2.06
Cl  -2.96  2.94  -0.94
Cl  -4.12  0.33  -1.45
Cl  -3.51  2.10  -3.67
H  -2.02  1.15  -2.12
C  7.79  2.54  1.14
Cl  7.51  2.80  -0.59
Cl  7.22  0.94  1.63
Cl  9.51  2.73  1.52
H  7.23  3.28  1.69
C  -3.16  6.80  -0.25
Cl  -2.22  5.90  0.95
Cl  -2.35  6.79  -1.81
Cl  -4.79  6.12  -0.39
H  -3.24  7.82  0.09
C  4.54  -9.21  1.37
Cl  5.03  -10.19  -0.02
Cl  3.66  -10.19  2.55
Cl  5.94  -8.43  2.11
H  3.87  -8.44  1.01
C  -7.43  0.27  -2.40
Cl  -8.08  -0.88  -1.23
Cl  -7.93  -0.15  -4.04
Cl  -7.94  1.92  -2.00
H  -6.35  0.24  -2.35
C  6.73  4.10  4.64
Cl  5.22  3.63  3.87
Cl  7.50  5.42  3.74
Cl  6.46  4.58  6.32
H  7.40  3.25  4.63
C  -8.94  6.12  0.63
Cl  -8.26  4.78  -0.29
Cl  -8.63  5.93  2.35
Cl  -8.30  7.66  0.05
H  -10.02  6.13  0.48
C  -8.88  -3.57  -5.24
Cl  -7.89  -4.39  -4.03
Cl  -8.04  -3.50  -6.79
Cl  -10.44  -4.39  -5.41
H  -9.07  -2.56  -4.90

Output
Gap between HOMO and LUMO: 0.1392 Eh
Net charge: -1
LUMO energy: 0.0618 hartree
Total energy: -483256.909 eV